Entry 1:
C6H11NO3 | ωB97M-V/def2-TZVPD

Results
ΔE to the lowest compared entry with this formula, charge and spin   468.5 kJ/mol
HOMO level (spin up / spin down)   -8.039 / -7.820 eV
LUMO energy (spin up / spin down)   -0.2 / 0.1 eV

```
! wB97M-V def2-TZVPD RIJCOSX def2/J DEFGRID3
* xyz 0 1
C 2.52587 -0.43545 -0.07590
C -0.36489 -0.93263 0.89905
C -0.71760 0.60348 -1.03106
C -1.21393 -0.72422 -0.21366
C 1.50033 0.55664 -0.19547
C -2.69800 -0.35251 0.44519
N 0.68388 0.62232 -1.26700
O 2.72978 -1.34475 -0.83633
O 3.30595 -0.28735 0.96334
O 1.52632 1.68354 0.63826
H -0.55080 -0.17978 1.72092
H 0.33063 -1.83755 1.00660
H -1.19580 0.84396 -2.09430
H -1.11927 1.46471 -0.34941
H -1.37811 -1.55255 -0.85865
H -2.86480 0.69739 0.51662
H -2.64821 -0.76921 1.40064
H -3.50070 -0.83389 -0.16075
H 2.87203 0.25223 1.57598
H 0.93331 0.15499 -2.13683
H 1.84400 2.37064 0.05277
*
```

Entry 2:
C6H11NO4S | ωB97M-V/def2-TZVPD

Results
ΔE to the lowest compared entry with this formula, charge and spin   296.1 kJ/mol
HOMO level   -9.012 eV
LUMO energy   0.8 eV

```
! wB97M-V def2-TZVPD RIJCOSX def2/J DEFGRID3
* xyz 0 1
C 1.12597 -2.08414 -2.12374
C -0.03333 -1.59046 -1.31975
C 1.02805 1.75338 0.35956
C -1.07135 2.77527 0.29481
C 1.29997 0.52245 1.23049
C 0.06334 -0.94623 -0.16821
N -0.35469 1.79421 -0.01199
O -2.48857 -0.12274 -0.34535
O -1.90643 -2.11745 0.97773
O -1.45880 0.09507 1.88616
O 1.20197 -0.69206 0.50035
S -1.52623 -0.56580 0.60926
H 1.45545 -3.05745 -1.75551
H 1.96780 -1.39767 -2.03946
H -1.03272 -1.77645 -1.67528
H 1.35094 2.65495 0.90595
H 1.60864 1.66032 -0.56475
H -2.10657 2.75613 -0.00256
H -0.70899 3.64437 0.85317
H 2.33242 0.54011 1.58682
H 0.61005 0.51875 2.08030
H -2.20067 -2.17348 1.88955
H 0.84373 -2.19108 -3.16754
*
```

Entry 3:
C6H11NOS2 | ωB97M-V/def2-TZVPD

Results
HOMO level (spin up / spin down)   -3.767 / -8.930 eV
LUMO energy (spin up / spin down)   0.8 / -2.6 eV

```
! wB97M-V def2-TZVPD RIJCOSX def2/J DEFGRID3
* xyz 0 3
C 1.31496 1.29222 0.67428
C 1.38308 2.25740 1.52685
C 1.92994 -0.53093 -0.68145
C 0.44335 -0.25816 -0.92238
C -1.53685 0.41293 -2.90701
C -0.74041 -0.74800 2.30475
N -0.02481 0.62459 0.02144
O 2.30476 0.51294 0.23303
S 0.32936 0.29572 -2.70527
S -1.34639 0.43181 0.90721
H 2.35891 2.57444 1.81977
H 0.50365 2.89448 1.75593
H 2.01389 -1.46089 -0.20493
H 2.49509 -0.23117 -1.60106
H -0.15536 -1.24577 -1.02444
H -2.10664 1.15329 -2.19295
H -2.10724 -0.49483 -2.91967
H -1.40762 0.68416 -3.97534
H 0.27892 -0.41014 2.66403
H -0.72915 -1.77703 1.88491
H -1.47896 -0.65934 3.07259
*
```

Entry 4:
C6H11NS | ωB97M-V/def2-TZVPD

Results
ΔE to the lowest compared entry with this formula, charge and spin   425.0 kJ/mol
HOMO level   -8.549 eV
LUMO energy   0.4 eV

```
! wB97M-V def2-TZVPD RIJCOSX def2/J DEFGRID3
* xyz 0 1
C 0.83793 -0.93939 -0.04305
C 1.17858 0.57209 -0.17743
C -0.01328 1.28870 -0.80953
C -1.38396 0.57707 -0.34529
C -1.20049 -0.42244 0.83038
C 0.22802 -0.63663 1.27792
H 1.59215 -2.42638 -1.87401
H 1.71346 -1.35812 0.31055
H 2.07871 0.85562 -0.72038
H 0.22772 2.45238 -0.77530
H -0.13289 1.06069 -1.90143
H -1.63068 0.26323 -1.50958
H -2.32287 1.17526 -0.05346
H -1.36379 -1.53849 0.57971
H -1.95768 0.08622 1.61174
H 0.32916 -1.36142 2.03379
H 0.67997 1.68141 1.62391
N 0.97621 0.61560 1.25470
S 0.16373 -1.94540 -1.31323
*
```

Entry 5:
C6H11NS | ωB97M-V/def2-TZVPD

Results
ΔE to the lowest compared entry with this formula, charge and spin   44.3 kJ/mol
HOMO level   -8.407 eV
LUMO energy   0.9 eV

```
! wB97M-V def2-TZVPD RIJCOSX def2/J DEFGRID3
* xyz 0 1
C 1.44518 0.04680 -0.36322
C 1.03103 -1.42482 -0.14798
C -0.20691 -0.92708 0.63012
C -1.61380 1.02692 -0.53275
C -0.50867 1.58147 0.37186
C 0.44349 0.44830 0.73324
H 3.43480 0.00801 -0.91426
H 2.97469 1.38722 -0.23060
H 1.07089 0.38460 -1.32943
H 0.90581 -1.94071 -1.09330
H 1.74898 -1.95668 0.52195
H -0.23232 -1.46200 1.59236
H -1.37974 1.14096 -1.58322
H -2.60357 1.43778 -0.37497
H 0.02979 2.35433 -0.14502
H -0.95736 2.07832 1.27829
H 0.99348 0.62613 1.61969
N 2.85385 0.36265 -0.16439
S -1.84402 -0.69412 -0.14615
*
```

Entry 6:
C6H11NS | ωB97M-V/def2-TZVPD

Results
ΔE to the lowest compared entry with this formula, charge and spin   147.3 kJ/mol
HOMO level   -8.300 eV
LUMO energy   0.9 eV

```
! wB97M-V def2-TZVPD RIJCOSX def2/J DEFGRID3
* xyz 0 1
C 0.39552 2.26770 -0.28851
C 0.43505 0.85990 0.25402
C -0.18979 -0.06036 -0.85204
C 1.88089 0.40477 0.57913
C -1.08441 -1.82623 0.62598
C -1.36791 -0.94961 -0.53645
N -0.29023 2.49167 -1.32314
S -0.85935 1.18693 -2.13672
H 0.83553 3.00071 0.30308
H -0.16623 0.64108 1.15349
H 0.61254 -0.68325 -1.21749
H 2.40635 0.09911 -0.20842
H 1.67931 -0.54122 1.16622
H 2.38509 1.29399 1.03382
H -1.98948 -2.26789 1.04784
H -0.54003 -1.16992 1.50554
H -0.35788 -2.69972 0.44018
H -2.25711 -0.35438 -0.27520
H -1.52790 -1.69328 -1.27134
*
```

Entry 7:
C6H11NS | ωB97M-V/def2-TZVPD

Results
ΔE to the lowest compared entry with this formula, charge and spin   106.6 kJ/mol
HOMO level   -8.700 eV
LUMO energy   0.9 eV

```
! wB97M-V def2-TZVPD RIJCOSX def2/J DEFGRID3
* xyz 0 1
C 0.36102 -0.13450 0.29744
C -0.39372 -1.41686 0.62064
C -1.85397 -0.96656 0.30161
C -1.68439 -0.17234 -0.97588
C -0.38903 0.60083 -0.83821
C 0.01751 1.11910 1.18981
H 2.81149 -0.56167 0.75117
H -0.34372 -1.65994 1.65702
H -0.09194 -2.26089 -0.00059
H -2.53170 -1.78175 0.20369
H -2.32227 -0.32291 1.11065
H -1.68515 -0.79828 -1.85787
H -2.54895 0.48590 -1.18971
H 0.19790 0.60450 -1.84499
H -1.22522 2.45923 -0.02506
H 0.93276 1.56309 1.56556
H -0.74775 0.84515 1.98858
N -0.45511 1.77408 -0.04021
S 2.14974 -0.32306 -0.35309
*
```

Entry 8:
C6H11NS | ωB97M-V/def2-TZVPD

Results
ΔE to the lowest compared entry with this formula, charge and spin   79.6 kJ/mol
HOMO level   -8.984 eV
LUMO energy   0.9 eV

```
! wB97M-V def2-TZVPD RIJCOSX def2/J DEFGRID3
* xyz 0 1
C -0.11182 2.16638 -0.24973
C 0.13256 0.70714 0.10331
C 1.52533 0.36932 0.51425
C 0.56622 -1.47789 -0.76565
C -0.34868 -1.60221 0.43498
C -0.94810 -0.16400 0.71050
H -0.36222 2.74731 0.64673
H 0.78606 2.56903 -0.70456
H -0.91618 2.26588 -0.97741
H 2.27377 1.15797 0.47555
H 1.70522 -0.42210 1.26012
H -0.02051 -1.55893 -1.68525
H 1.38071 -2.20496 -0.84369
H 0.21686 -1.96324 1.30350
H -1.13532 -2.33886 0.26304
H -1.09505 0.01187 1.77568
H -2.12176 -0.21710 -1.36743
N 1.04822 -0.08639 -0.74553
S -2.57532 0.04079 -0.14839
*
```

Entry 9:
C6H11O | ωB97M-V/def2-TZVPD

Results
ΔE to the lowest compared entry with this formula, charge and spin   85.3 kJ/mol
HOMO level   -2.074 eV
LUMO energy   3.7 eV

```
! wB97M-V def2-TZVPD RIJCOSX def2/J DEFGRID3
* xyz -1 1
C 2.30896 -0.07758 -0.31293
O 2.64398 0.22672 -1.56872
C 0.95669 0.60518 0.12829
C 0.01963 -0.17791 1.04825
C -1.41171 0.30856 1.24092
C -2.48903 -1.01013 -0.56507
C -2.22446 0.20637 -0.08523
H 3.06904 0.19360 0.51297
H 2.14929 -1.17796 -0.21234
H 1.03625 1.68092 0.34118
H 0.47211 0.66939 -0.86011
H -0.07620 -1.19507 0.66652
H 0.52689 -0.31013 2.01654
H -1.93784 -0.44774 1.84430
H -1.53569 1.33305 1.49859
H -2.18948 -1.85099 0.04797
H -3.03978 -1.18820 -1.47849
H -2.59031 1.16413 -0.43786
*
```

Entry 10:
C6H11O2P | ωB97M-V/def2-TZVPD

Results
ΔE to the lowest compared entry with this formula, charge and spin   587.4 kJ/mol
HOMO level   -7.048 eV
LUMO energy   -0.4 eV

```
! wB97M-V def2-TZVPD RIJCOSX def2/J DEFGRID3
* xyz 0 1
C 1.80784 -1.65101 0.81315
C 0.35313 -1.80060 0.89809
C -0.54846 -0.57370 0.37957
O -1.24774 -0.97270 -0.84630
C -2.55225 -1.45507 -0.55340
O -3.48997 -0.65078 -0.53326
P 0.65622 0.82748 -0.00102
C 0.24621 2.39431 0.96838
C 0.85175 1.14316 -1.85017
H 2.42463 -2.09437 -0.03621
H 2.37581 -1.11552 1.64662
H -0.12830 -2.76895 1.28024
H -1.28763 -0.27022 1.20276
H -2.67160 -2.56403 -0.32033
H 0.33798 2.11875 2.08196
H -0.86333 2.66829 0.82603
H 0.94742 3.26605 0.78320
H 0.44829 0.24289 -2.43429
H 1.97901 1.15939 -2.07388
H 0.36102 2.09662 -2.23114
*
```

Table of DFT total energy (a.u.), in record order: -515.5718 -989.0432 -1161.2959 -687.9874 -688.1324 -688.0931 -688.1086 -688.1189 -310.3843 -726.8151